9 unconnected molecules or ions with the total composition C50H113N5O9. Source: the Open Molecules 2025 dataset; level of theory: ωB97M-V/def2-TZVPD.

Geometry as XYZ:
```
177
Properties=species:S:1:pos:R:3:forces:R:3
C 2.775297 1.087220 -4.034993 -1.0101 -0.5731 -0.2036
H 1.297137 4.912610 0.524687 -0.1988 -0.6203 0.2590
C -5.660493 3.321930 0.107147 0.8504 -0.6461 0.1179
C -3.759713 2.454300 -2.157913 -1.0709 2.8458 -0.4709
C -0.313613 -1.068420 1.379197 0.1228 0.6361 -1.4540
H 4.874787 3.420580 0.005597 0.2522 -0.2798 -0.6636
H 5.066067 0.999550 4.143857 -0.1202 0.3206 0.1481
C -5.161363 -1.012720 -1.675663 -0.9698 -1.2826 -1.1049
H 4.754127 2.142700 -4.161193 -0.0839 -0.1364 -0.2027
C 2.998797 -4.585700 -5.669313 -0.2610 -1.1025 0.6651
H 6.675287 4.101330 2.231077 0.0320 0.1174 0.4750
C -3.964743 0.000670 3.679987 -0.5932 0.5308 -0.8531
H 0.402687 0.587660 -5.941493 -0.1717 0.1439 -0.2458
C 4.187757 1.425520 -3.567073 1.2926 -0.7869 -0.0156
H -3.136903 2.903720 -2.931363 -0.0199 -0.3537 -0.4604
H -1.297623 0.368460 4.380357 -0.6277 -0.2077 -0.8604
H 0.589157 -8.222080 -2.018353 0.7882 -0.9884 0.5935
H -0.948073 1.730450 -5.763993 -0.3079 -0.4937 -0.2786
H 4.340617 -8.137170 -2.562893 -0.2440 -0.4446 -0.7018
C -1.922393 -3.386790 -0.585973 -1.4409 -1.0543 -1.6263
H 1.883377 -4.016410 -1.139783 0.2208 0.5457 -0.2129
H 0.787917 2.455960 1.588067 -0.0300 0.2903 -0.8461
C -7.556843 2.909770 -1.575783 -0.6027 0.4049 1.3274
O 2.197967 -1.642180 6.467787 2.9686 -0.2439 2.3069
C 3.320237 -5.138160 -4.213773 -0.8395 0.9550 0.4336
H -4.627283 0.142090 6.291537 0.1466 -0.2051 -0.5240
H -5.584633 2.684200 -3.287993 -0.1557 -0.6030 0.0774
H 2.706567 4.248500 -0.342763 -0.3882 -0.3196 -0.1411
H -5.754743 4.405830 0.040937 -0.0511 -0.0599 -0.4332
H 0.634907 4.343580 -3.762073 -0.6592 0.0243 0.1420
H -5.305663 1.522190 5.386797 -0.6003 -0.0538 0.6341
H -6.150983 0.953110 0.702057 -0.6562 -0.3922 1.8223
H -2.811343 0.698870 -2.092793 0.0404 -0.8981 0.5113
C -1.969833 4.360810 3.114297 -1.4984 0.2218 0.0046
H 0.727157 -6.038580 -1.801633 -0.1754 0.3702 -0.2578
H -3.263123 -0.035810 2.846617 -0.4514 -0.0579 -0.3183
H -4.465623 -1.459190 -2.386103 0.5651 0.0067 0.3420
H 3.745857 0.916120 2.924537 -0.0807 0.4315 0.3543
H 0.267617 -0.556720 2.146297 -0.3374 -0.2342 0.2667
H 4.781947 0.514850 -3.491393 0.1564 -0.3113 -0.7545
C 0.308457 3.882470 -4.694223 0.6169 -0.7902 -0.9307
H 0.717847 -5.106320 1.658027 0.0444 0.1890 -0.4130
H 0.837887 4.429260 -5.474493 0.1992 -0.3351 -0.2057
C 4.592417 3.676780 4.007387 0.7851 -1.2816 -1.1117
C -4.788193 0.326090 -1.180823 1.6021 1.6679 1.4448
H -4.053493 1.741830 6.630977 -0.0243 0.1904 -0.1034
H 0.079617 0.432310 -1.866413 0.2604 0.0107 0.3554
H -1.070683 1.486740 -3.602903 -0.2745 0.5394 -0.9576
H 6.992667 2.504420 1.649007 -0.5031 -0.4479 0.0947
H 4.993567 4.651500 3.729737 -0.2377 0.3664 0.5852
H -4.110733 -1.012640 4.054137 0.8022 0.1120 0.8527
H -0.323393 2.548730 -2.589233 0.9711 0.7814 -0.2314
H 1.546397 -3.970480 -3.665373 -0.1376 -0.0782 0.0421
H -6.041883 -0.840380 -2.294603 -0.2795 -0.3117 0.0955
O 3.493127 -7.442760 -4.813123 0.4506 -0.4719 0.3934
H 0.229077 2.085760 -6.939833 0.8797 0.2540 0.3114
H 1.796947 -0.732450 -5.062063 -0.0731 0.1856 0.5797
H -0.740233 3.942510 -4.985343 -0.2185 0.3552 0.6960
H -1.132883 5.019740 3.345407 0.0382 -0.1249 0.1991
C 0.568427 -4.391600 2.467317 -0.9162 0.2520 -1.3340
H -4.999883 0.207290 3.408157 0.0483 0.4303 -0.8123
C 6.515637 3.048580 2.464137 -1.5485 -0.2693 0.5824
C -3.847443 1.017540 -2.207003 0.6242 -2.5972 -0.4356
H 3.363857 -3.576460 -5.859793 0.4050 -0.0377 0.4041
O -6.765373 0.635080 0.036487 -0.4954 -0.2438 1.9688
H -2.457783 5.280650 5.748457 0.0717 0.2668 -0.6792
H 6.917697 2.725470 3.424367 0.8664 0.3786 -0.1497
C 2.707107 3.588150 1.752817 -0.8228 0.2046 0.5490
H -3.121853 -4.313350 -2.206293 -0.1246 0.1367 0.1572
C 2.082697 0.609030 -2.730283 -1.7318 -0.0083 -0.2838
H -4.043563 4.879120 4.953187 0.1643 0.4134 -0.0111
H 0.508357 -1.103740 5.730467 -0.3618 0.0523 -0.1414
C -5.209563 2.965010 -2.303833 1.1602 0.7590 -0.0821
O 2.781497 2.807860 -5.685643 -0.3766 -0.5719 0.3473
H -2.589763 -2.530510 -0.488523 -0.3726 -0.3879 1.0815
C -2.450953 3.543070 4.354967 -0.0406 0.5413 -1.0924
H 1.173487 -2.479410 4.929697 0.1375 -0.3047 -0.2294
C 3.115627 3.709650 4.316227 -0.2922 1.1145 -0.0977
C 4.987817 2.794140 2.774317 -1.1737 -0.0644 -0.1305
H 1.299687 -5.808580 3.456807 0.0658 -0.0226 0.4981
H -7.754013 3.814960 -2.150113 1.0196 0.0584 -0.6175
H 4.316607 1.692350 -2.518123 -0.9076 0.7675 0.0421
C -4.400183 1.099100 5.821787 -0.4578 1.2126 -0.0570
O -1.021173 -2.930240 -1.545513 1.8546 0.6776 -0.6495
C -0.069533 1.868010 -3.401813 -0.3721 -1.6810 0.5810
N 2.129967 2.289350 -4.530343 -0.5001 0.4693 2.1339
H 3.451497 -4.774720 -1.430553 0.1901 0.3046 0.2022
H 2.339797 1.735110 0.878037 -0.6786 -0.5361 0.0274
C -2.070983 0.656410 5.092467 0.7866 0.9698 1.2639
H 1.761147 -9.059330 -3.317653 -0.1535 -0.6058 0.9971
H -4.518253 -0.276260 0.935807 -0.1114 0.9446 0.4893
C 2.528547 -4.177070 -3.240153 0.2145 -0.5798 -0.2176
H 4.266427 -7.076540 -1.368033 -0.6719 0.2252 0.9273
C 0.122107 1.640890 -5.950523 -0.9243 0.2072 1.6333
N -6.058403 1.091420 -0.999463 2.1235 0.0055 -4.2587
C -1.378793 1.773360 5.842687 -0.1687 1.6287 -0.5548
C -3.104193 4.497190 5.352927 -0.4735 -0.6943 0.7086
H 5.124637 3.233560 4.849057 0.2744 0.3677 0.1001
H -1.435353 -3.770040 0.310697 0.0494 0.5145 0.1770
C -1.174963 2.972070 4.879337 1.2448 -1.2632 1.3853
C 2.427457 -7.080590 -2.621673 -0.6499 -1.4590 0.1885
H 3.376117 -5.249580 -6.447123 0.1556 -0.0226 0.0690
C 4.823547 -4.935580 -3.932633 -0.0779 0.2880 -0.0095
H -2.087463 -0.147700 5.828147 -0.8171 -0.4794 -0.3316
C 2.386567 4.336960 3.103217 0.6296 -1.4810 0.0674
H -8.160623 2.122110 -2.026493 0.4442 -0.2439 0.0190
H 5.096377 -5.269270 -2.931473 0.2394 -0.7002 -0.2006
H 2.664717 2.805490 4.725217 0.2618 -0.5620 -0.6687
H -1.871283 -5.346230 -1.469763 0.2280 0.0687 -0.2158
H -3.251373 -0.648580 -0.032673 0.3380 0.0934 -0.3827
H 1.921207 -4.512860 -5.816203 -0.1089 -0.2471 0.1345
H -5.406383 -1.743030 -0.904493 -0.0297 0.0770 0.0654
H 3.024807 4.355540 5.189547 -0.2237 0.4642 -0.0356
H 1.892297 -6.355820 -0.586193 0.3860 -0.3915 -0.1264
H -8.081433 3.233530 -0.676843 -0.2228 -0.5521 0.4189
C 1.450487 -1.527510 5.382737 -3.7991 0.4515 -2.4085
H 5.106007 -3.884530 -3.872433 -0.4774 0.3174 -0.2587
H 1.307777 4.218360 3.204377 -0.0930 0.4309 0.1065
C 2.334377 4.592170 0.622357 1.0024 -0.0037 -0.1833
H 2.298357 1.206950 -1.844793 0.3694 0.4833 -0.3110
H 3.560387 -0.667430 -4.951583 -0.0855 -0.5335 0.0161
H -0.650523 3.713420 5.482227 -0.0103 0.4570 -0.2725
H 1.173697 -3.504680 2.279957 0.1818 0.0387 0.1670
H -5.315113 4.049280 -2.340233 0.3760 0.1898 0.2067
H 2.734317 0.179260 -6.176573 0.0029 0.8231 0.1737
N -3.359613 2.448530 3.897157 1.1835 -1.2879 -0.1529
C 0.529317 0.607480 -2.843753 0.7672 -1.1450 0.7761
H -1.731963 3.731520 2.256677 0.1526 -0.2303 0.2162
H -3.363093 3.959680 6.265157 -0.1969 -0.2950 0.0634
H -0.534143 2.769980 4.021077 0.1758 -0.5345 0.0749
H -3.291423 1.050690 0.317077 -0.4879 0.0967 0.6908
N 2.830637 -6.567340 -3.992583 -2.1131 3.5413 0.6937
H -2.804063 4.989750 2.803497 0.0234 0.1895 -0.2130
H 1.750907 -0.847230 4.585827 0.7137 0.1708 -0.0682
H 0.618027 -7.896840 -3.623753 0.1766 0.7015 -0.3680
C 1.803447 -6.054910 -1.630053 0.1027 0.7978 -1.7932
H 3.267307 -8.654040 -1.365433 -0.0014 0.4703 0.6388
C 4.738637 1.305430 3.150207 0.9117 -0.3772 -1.2936
C 1.310217 -8.192130 -2.835223 0.3523 1.4851 -1.5423
C 2.662517 -0.072380 -5.118453 1.4980 -0.1971 0.5257
H -6.075523 3.064540 1.081617 -0.6416 -0.3568 -0.2564
H -0.484203 1.442290 6.370137 0.2667 0.0274 -0.3809
H 5.444667 -5.289280 -4.755553 0.1719 -0.6249 0.3064
H 3.071687 -3.234060 -3.178373 -0.0490 0.1432 -0.4246
H 0.111257 -1.949090 -0.288693 0.0374 -0.0656 -0.4109
H -3.228533 2.797920 -1.270293 -0.4321 0.0292 0.4459
C 1.861057 2.290950 1.684227 0.1269 0.6036 0.2374
C -3.480113 1.104310 4.609827 1.4877 -1.0955 0.6714
H 0.122517 -0.238940 -3.397073 0.4841 -0.2198 -0.4494
C -6.080643 2.517870 -1.162753 -2.2714 1.5200 -0.0698
O 4.511387 2.632040 0.415147 -0.4044 0.2132 0.3036
H -0.926573 -1.909480 1.703207 -0.1146 0.2830 0.5533
O -4.551533 2.938830 3.307327 0.5481 -0.5166 0.7290
H 3.470877 3.293760 -5.227113 0.1781 0.4177 -0.4566
C 0.669627 2.349640 -4.630413 0.0432 2.4435 -2.4476
H 2.876677 5.526600 0.766727 0.2234 0.0539 0.3360
C -2.616193 -4.574280 -1.276603 -0.2075 -0.3077 1.5129
H 4.379927 -7.367820 -4.453153 0.8689 -0.6627 -0.3967
H -3.285893 -5.053140 -0.562263 -0.4790 0.0313 -0.2669
H -1.978373 2.254650 6.615327 -0.3819 -0.5560 0.3702
C -3.930943 0.185530 0.142127 -0.4218 -1.0134 -1.3075
H 1.857127 1.754890 2.633297 0.6838 -0.1972 0.0207
H -5.065663 3.188960 4.078497 -0.6848 0.3349 0.0521
C 2.437817 -4.666690 -1.816413 -0.2810 -1.1828 0.8515
H -4.087173 0.600360 -3.185053 -0.3868 0.4957 -0.3638
H 3.060397 -1.933420 6.162827 0.3158 -0.1060 0.4988
H -1.193673 -3.439400 -2.340873 0.4211 0.2092 -0.1613
C 3.581037 -7.748450 -1.884643 1.4469 -0.4280 -0.9822
N 4.136897 3.238530 1.639947 0.6726 1.3786 1.2956
H 2.464797 -0.378650 -2.472243 -0.0679 -0.1969 -0.1847
H 5.375707 0.758570 2.455097 0.0809 -0.3999 -0.0150
H 2.678457 5.386630 3.069847 -0.1345 0.0228 -0.2482
H -0.872153 -0.345270 0.784897 -1.0159 0.4359 1.0226
H -4.609353 3.069830 0.247337 0.2456 0.4271 0.1331
H -0.485233 -4.113410 2.444747 -0.0835 0.2897 -0.1727
O 0.781227 -5.029340 3.670307 0.7387 -0.7363 1.2402
O 0.600177 -1.486190 0.395617 1.4217 -0.9286 -0.0327
```
Positions in Å, forces in eV/Å.

Values from the calculation:
E ... -79547.5319 eV
SMILES string ... CC1(C)CCCC(C)(C)N1O.CC1(C)CCCC(C)(C)N1O.CC1(C)CCCC(C)(C)N1O.CC1(C)CCCC(C)(C)N1O.CC1(C)CCCC(C)(C)N1O.CCO.CO.CO.CO

A gas-phase ion, C7H12ClN2 (charge +1). Source: the Open Molecules 2025 dataset; level of theory: ωB97M-V/def2-TZVPD.

Geometry as XYZ:
```
22
Properties=species:S:1:pos:R:3:forces:R:3
H 1.608643 -3.142219 -0.074831 0.0218 -0.1028 -0.0212
N -2.151937 -1.911097 -0.181022 -1.9030 0.9389 0.2138
C -0.320001 1.188141 -1.398185 -0.1202 0.0666 0.1580
H -2.432594 1.888600 0.494814 0.2700 0.1336 0.1270
C -2.640141 -0.792930 -0.140945 4.1425 0.8454 -0.1566
H 1.114561 0.260845 0.899015 -0.0376 0.0274 0.0246
H 2.059041 -1.957291 1.160708 0.0816 -0.0236 0.0602
H -0.695064 -3.280416 -0.595197 0.2220 -0.0318 -0.0129
C -0.770356 0.763229 -0.040063 -2.2385 -2.1730 -0.2532
C -0.827210 -2.275597 -0.223999 1.1127 -0.1204 0.0447
H -1.306567 1.767906 1.720365 -0.0813 0.0903 -0.2126
H 2.196423 -1.545991 -0.542576 0.1168 0.0513 -0.0217
C 0.097321 -0.139049 0.785421 -0.1645 0.1265 -0.0390
H -0.323998 -0.242424 1.791463 0.0187 0.0403 0.1109
H -0.000621 0.322486 -1.969159 0.0224 -0.0886 -0.0413
H -1.126662 1.668793 -1.947543 -0.0364 0.0549 -0.1416
H 0.526296 1.884234 -1.346501 0.0651 0.0526 0.0201
N -1.420454 1.881245 0.706244 0.0659 0.0623 -0.0527
Cl -4.086407 -0.057520 0.057450 -1.0195 0.3088 0.1488
C 0.208864 -1.539210 0.206749 -0.3981 -0.0626 -0.0823
H -1.023078 2.789188 0.422588 -0.1534 -0.1215 0.2209
C 1.592703 -2.089342 0.184515 0.0132 -0.0747 -0.0939
```
Positions in Å, forces in eV/Å.

Values from the calculation:
Charge ... +1
E ... -22946.4566 eV

Question: Which value of E does entry 2 give?
Answer: -22946.4566 eV